[1]
14
Properties=species:S:1:pos:R:3:forces:R:3 method="wB97M-V/def2-TZVPD" lumo_energy_ev=-3.73 relative_energy_kcal_mol=55.5 total_charge=+1 total_energy_ev=-10290.40304
C -1.514 0.168 0.335 0.1775 0.5179 -0.0553
C -0.196 -0.985 -1.425 -1.7893 -0.3686 0.2320
C 0.865 0.563 0.057 -0.0589 0.6040 -0.4730
N -0.295 0.296 0.873 -0.0582 -0.2378 0.3315
N 0.867 -0.389 -1.112 0.3405 -0.0032 0.1772
O -2.584 -0.225 0.996 1.0562 -0.1399 -0.3906
O 1.983 0.332 0.809 0.1280 -0.0365 0.2881
H -1.767 0.759 -0.537 0.0540 -0.1661 0.1426
H 0.799 1.576 -0.367 0.1141 -0.2245 0.1897
H -0.053 -0.215 1.720 -0.1542 0.0784 -0.0896
H -0.208 -1.672 -2.260 0.4653 -0.0603 -0.2305
H 1.786 -0.497 -1.545 -0.0580 0.0290 0.0357
H -2.409 -0.621 1.868 0.0570 -0.0533 -0.2196
H 2.726 0.909 0.589 -0.2742 0.0609 0.0617


[2]
38
Properties=species:S:1:pos:R:3:forces:R:3 method="wB97M-V/def2-TZVPD" lumo_energy_ev=0.38 relative_energy_kcal_mol=65.1 smiles=CCN[C@@H](C)[C@@H](C)O.O.O.O.O.O total_energy_ev=-20400.93371
C -0.006 -2.062 2.087 0.4262 -0.7523 -0.2273
C -0.341 -0.557 2.020 1.0595 0.4882 -1.8113
N -0.205 -0.097 0.583 0.0212 0.3291 -1.2161
C -0.898 1.181 0.128 1.7512 -2.2204 -1.0700
C -0.708 2.233 1.157 -1.5568 1.9622 0.2330
C -0.249 1.575 -1.351 0.2427 0.0338 1.5180
C -1.190 1.686 -2.526 -1.7624 -1.6485 0.1488
O 0.360 2.793 -1.065 0.8565 2.0516 -0.6185
H -0.897 -2.652 1.927 -0.4230 -0.1466 -0.7094
H 0.782 -2.437 1.314 -1.3154 0.9162 1.6997
H 0.230 -2.415 3.110 0.5252 0.5638 -0.3915
H 0.364 -0.007 2.659 -0.3942 0.0350 0.0444
H -1.375 -0.290 2.261 0.2152 -0.3747 0.4634
H 0.760 0.084 0.260 -0.3450 -0.7932 0.9497
H -1.926 0.916 -0.064 -0.6697 0.2086 0.0661
H -0.531 3.176 0.616 0.1019 -0.2167 0.7547
H 0.071 2.043 1.885 0.2716 -0.0418 -0.2059
H -1.647 2.402 1.715 0.3516 -0.2126 -0.0148
H 0.617 0.957 -1.615 -0.5801 -1.0307 0.2145
H -0.715 1.554 -3.504 0.1200 -0.0964 0.3092
H -1.733 2.629 -2.561 0.0171 0.1646 0.3116
H -1.985 0.869 -2.409 1.0026 0.9984 -0.4758
H 0.540 3.308 -1.864 -0.0291 -0.3382 0.1539
O -3.957 -1.488 0.271 0.2049 -0.2416 1.2746
H -3.854 -1.673 1.231 -0.3285 -0.1451 -0.9255
H -3.373 -0.733 0.192 0.1738 0.4043 -0.3500
O 2.989 -0.844 0.228 0.2214 -1.5832 0.2680
H 3.015 -1.369 -0.592 -0.3594 0.2616 0.1485
H 3.016 -1.569 0.894 -0.1811 0.7287 -0.5632
O 3.679 1.356 1.350 -2.2008 0.0731 -0.8909
H 3.821 0.440 1.635 0.0149 0.5112 -0.3540
H 2.834 1.261 0.771 2.4654 0.2227 1.5338
O -1.037 -1.941 -1.810 -0.4456 0.6351 -0.3251
H -1.807 -2.441 -2.066 -0.5808 -0.0519 0.0542
H -1.313 -1.233 -1.203 0.1284 -0.4185 -0.0596
O 1.191 -2.580 -0.933 1.1284 -0.5881 -0.1559
H 0.531 -2.030 -0.516 -0.2105 0.4180 0.2764
H 0.724 -2.811 -1.739 0.0826 -0.1058 -0.0576


[3]
34
Properties=species:S:1:pos:R:3:forces:R:3 method="wB97M-V/def2-TZVPD" lumo_energy_ev=0.77 relative_energy_kcal_mol=40.9 smiles=CCc1ccc(O)cc1.Cc1ccccc1 total_energy_ev=-17892.89840
C 5.301 -1.619 0.109 1.6473 -1.8613 1.2673
C 4.814 -0.268 -0.287 -2.1950 0.4117 -2.2583
C 3.331 -0.361 -0.766 1.1606 0.0341 0.4989
C 3.014 0.072 -2.053 0.2903 0.6340 0.0556
C 1.750 0.143 -2.583 -1.0396 -0.0297 0.4179
C 0.724 -0.462 -1.806 1.9341 0.9172 -0.3203
O -0.518 -0.616 -2.337 -0.2784 -0.5137 0.2749
C 1.043 -0.792 -0.491 -0.6366 0.0107 1.5357
C 2.315 -0.691 0.128 -0.7284 0.1802 -2.9646
H 4.960 -2.088 1.039 -0.2690 1.0106 0.5303
H 6.433 -1.665 0.228 -1.3339 -0.0555 -0.5561
H 4.905 -2.437 -0.522 0.6943 0.7255 -0.6711
H 4.647 0.542 0.405 1.2548 0.0640 0.9579
H 5.402 0.096 -1.175 -0.4118 -0.1638 1.0345
H 3.799 0.546 -2.618 0.3404 -0.0822 -0.1799
H 1.571 0.787 -3.472 -0.0887 -1.1069 0.4758
H -0.836 -1.461 -1.986 -0.3437 0.3901 -0.1197
H 0.202 -0.989 0.179 -0.0053 -0.2760 -0.2880
H 2.474 -0.821 1.179 -0.0287 -0.2641 0.3295
C -1.680 1.167 3.098 2.4981 0.8358 1.5030
C -2.582 0.979 1.961 -0.9117 -0.7855 -0.5304
C -3.342 1.998 1.394 -0.6221 -2.2998 -0.0192
C -4.372 1.624 0.514 1.2198 0.9267 -0.3988
C -4.588 0.294 0.196 -0.7536 0.6756 -0.2705
C -3.844 -0.743 0.762 -0.1505 0.3100 -0.4478
C -2.778 -0.368 1.554 -0.4684 1.1249 0.4485
H -1.528 2.169 3.501 -0.1680 0.5582 -0.8375
H -0.658 0.775 2.987 -0.0869 0.1561 -0.7467
H -1.877 0.705 4.047 -1.2935 -0.9577 0.2583
H -3.220 2.989 1.711 0.2140 1.3023 0.2730
H -4.858 2.453 -0.023 -0.2351 -0.7088 0.3189
H -5.380 0.141 -0.528 -0.0095 -0.5269 0.1275
H -4.160 -1.774 0.562 0.5837 0.3731 0.0569
H -2.093 -1.035 2.013 0.2209 -1.0088 0.2444


[4]
21
Properties=species:S:1:pos:R:3:forces:R:3 method="wB97M-V/def2-TZVPD" lumo_energy_ev="-0.32 / -2.48" relative_energy_kcal_mol=0.0 multiplicity=3 total_energy_ev=-79366.04006
C -2.690 -1.831 0.081 1.8390 3.4135 0.9248
C -2.629 -1.351 -1.207 0.0521 -2.7979 -1.2398
C -1.933 -1.097 1.054 -1.4866 -1.6475 -2.3818
C -1.624 -0.550 -1.646 1.7785 2.1780 -0.6483
C -0.897 -0.302 0.597 -1.3031 1.1345 2.8062
C -0.704 0.007 -0.726 -0.9559 -1.0824 -0.1880
C 3.002 2.501 -0.154 -1.1153 -1.0357 0.9340
C 1.628 1.784 -0.081 0.3978 0.5316 2.4139
N 1.797 -1.607 1.650 -1.4880 3.0152 -2.8875
O 1.328 -2.231 0.714 1.3235 0.6730 2.4880
O 1.821 -0.357 1.761 0.4354 -4.0123 0.5960
Se 0.701 1.003 -1.405 0.8959 0.1989 -3.0072
H -3.324 -2.582 0.356 -1.8033 -1.6765 0.6852
H -3.127 -1.915 -2.004 -0.4208 0.4396 0.3746
H -2.328 -1.128 2.055 0.8175 -0.1466 0.5160
H -1.525 -0.299 -2.727 -0.1245 -0.2496 0.9468
H -0.521 0.249 1.464 0.8980 0.1503 -0.8025
H 2.769 3.482 -0.524 0.5249 0.6582 -0.4035
H 3.664 2.600 0.765 -1.5240 -0.3027 -0.6264
H 3.600 1.917 -0.818 0.5601 0.0219 -0.9395
H 0.991 1.705 0.793 0.6988 0.5364 0.4390


[5]
21
Properties=species:S:1:pos:R:3:forces:R:3 method="wB97M-V/def2-TZVPD" lumo_energy_ev=0.46 relative_energy_kcal_mol=35.7 smiles=CNCCCSS.O total_energy_ev=-29565.83408
C -2.246 -0.242 -1.741 0.5791 -1.4213 0.3016
N -0.864 -0.121 -1.238 -1.3477 0.1714 -0.8184
C -0.779 0.147 0.179 1.0926 -1.9190 -0.4841
C 0.681 -0.124 0.625 -1.0804 1.2527 1.7731
C 1.833 0.650 -0.010 -0.5861 -0.8511 0.3786
S 1.630 2.435 -0.085 -0.2862 0.3850 -0.9763
S 2.067 3.508 1.594 0.2874 -0.6591 0.4796
H -3.000 0.268 -1.153 -0.0321 1.1766 -0.2029
H -2.601 -1.277 -1.570 0.3695 0.0505 -0.6372
H -2.184 0.006 -2.810 -0.7740 -0.1235 0.4314
H -0.426 0.518 -1.888 0.4854 0.3849 0.7766
H -1.402 -0.654 0.639 0.3472 0.3507 -0.0566
H -1.206 1.066 0.575 0.2194 0.5694 -0.2964
H 0.572 0.014 1.720 0.8081 0.3886 -0.1478
H 1.006 -1.139 0.566 -0.3027 -0.6226 -0.5280
H 2.732 0.210 0.418 0.4154 0.6903 0.1234
H 1.854 0.324 -1.062 0.0490 0.5325 0.0448
H 1.109 3.074 2.439 -0.0705 0.1261 -0.1658
O 0.571 -3.229 0.919 0.0395 -0.1807 0.7050
H 0.444 -2.680 1.718 -0.0583 -0.3867 -0.8656
H 0.209 -2.752 0.166 -0.1546 0.0852 0.1650


[6]
43
Properties=species:S:1:pos:R:3:forces:R:3 method="wB97M-V/def2-TZVPD" lumo_energy_ev="-9.80 / -13.70" multiplicity=4 total_charge=+2 total_energy_ev=-100197.56129
O 0.054 5.376 0.134 2.0153 -4.6133 -1.2534
V 0.402 3.841 -0.308 -4.5215 3.0239 -0.1688
O -3.598 -0.125 -0.387 1.5002 1.4266 -3.9791
V -2.882 0.624 -1.614 0.9688 -0.1684 5.3762
B -1.669 3.473 -2.987 1.8700 2.3271 -4.7080
F -0.652 3.512 -3.934 0.1141 -0.8183 0.8234
F -2.059 2.182 -2.714 -1.2436 -4.2169 1.0309
F -1.143 3.984 -1.821 1.6318 0.9625 3.3611
F -2.693 4.136 -3.498 -1.7390 0.7928 0.5867
B -2.517 2.578 0.954 -2.0490 1.1847 3.0761
F -3.035 2.361 -0.284 -1.5206 -0.9465 -4.1222
F -1.379 3.346 0.741 3.3684 1.3871 -0.3720
F -3.387 3.344 1.734 0.9548 -1.1386 -0.7946
F -2.168 1.366 1.422 0.6927 -1.3564 1.1920
O 1.289 -0.287 -0.339 -1.2128 0.6420 -0.4429
C 0.293 0.500 -0.728 0.1648 1.5586 0.3635
O -0.857 0.056 -0.942 -2.3017 -1.3370 -0.9740
O 0.532 1.717 -0.802 0.8547 3.0593 0.6234
H 0.890 -1.152 -0.460 0.4258 -1.6600 0.0601
C 2.932 -3.627 1.207 0.0118 -0.4812 -0.3161
C 1.854 -3.352 0.239 -0.4894 0.1505 -0.0783
N 1.058 -3.136 -0.577 0.6938 0.0374 1.1018
H 3.347 -2.741 1.688 -0.0287 0.1702 -0.5009
H 3.682 -4.149 0.613 0.3712 0.1790 0.1879
H 2.670 -4.300 2.023 -0.5244 -0.0806 -0.2691
C -1.953 -2.008 2.171 0.9052 -0.6067 -0.4637
C -0.881 -2.982 2.523 -3.3301 2.5456 -0.5660
N -0.057 -3.736 2.805 1.8652 -1.1830 0.7177
H -2.980 -2.351 2.289 0.2735 -0.2578 0.6305
H -1.882 -1.765 1.111 0.3680 -0.0724 -0.2720
H -1.736 -1.065 2.673 -0.2756 0.0368 0.2532
C 1.386 -0.439 3.306 -0.1657 -0.0355 0.5155
C 0.431 -0.733 4.339 0.5634 -0.3255 -0.7264
N -0.384 -0.996 5.138 -0.6218 -0.3667 0.4522
H 1.050 -0.938 2.397 0.1578 0.0347 -0.1785
H 2.380 -0.751 3.626 0.0173 0.0618 -0.1162
H 1.347 0.639 3.152 0.1622 0.2130 -0.1398
C 2.089 -0.891 -4.038 1.2118 0.6114 -0.5364
C 1.866 0.525 -4.351 -0.2380 -2.3478 0.8866
N 1.659 1.617 -4.559 -0.2799 2.1712 -0.3325
H 1.864 -1.474 -4.931 -0.3642 -0.2679 0.3867
H 1.665 -1.229 -3.092 -0.3915 0.0185 -0.3847
H 3.170 -0.950 -3.919 0.1350 -0.3139 0.0702